No. 1
{
  "formula": "C28H25Cl2N7O2Pt",
  "method": "ωB97M-V with the def2-TZVPD basis set",
  "gap_ha": [0.2495, 0.2053],
  "total_charge": 0,
  "lumo_energy_ev": [0.68, -1.26],
  "s_squared": 6.05,
  "spin_multiplicity": 5,
  "symbols": ["Pt", "C", "C", "C", "C", "C", "N", "C", "C", "C", "C", "C", "C", "C", "N", "C", "C", "C", "N", "C", "C", "N", "C", "C", "C", "N", "H", "H", "H", "H", "H", "H", "H", "H", "H", "H", "H", "H", "H", "H", "H", "H", "H", "H", "N", "C", "C", "O", "O", "H", "H", "H", "H", "Cl", "C", "C", "C", "C", "C", "Cl", "C", "N", "H", "H", "H"],
  "xyz": [[-0.03517, -0.34360, 1.99208], [-0.91109, -1.79573, -4.71218], [-0.93255, -1.11801, -3.36910], [-0.73271, 0.25665, -3.24148], [-0.71944, 0.87415, -2.00807], [-0.95235, 0.16594, -0.81359], [-0.88047, 0.74160, 0.42863], [-1.20162, 2.07395, 0.60385], [-2.34457, 2.64356, 0.01885], [-2.72844, 3.94248, 0.27141], [-2.01127, 4.75062, 1.15448], [-2.47780, 6.13890, 1.49956], [-0.87875, 4.20847, 1.73365], [-0.45434, 2.91473, 1.43827], [0.80826, 2.51086, 1.97316], [1.86933, 3.32013, 2.17346], [2.84345, 2.59692, 2.81799], [2.30234, 1.31786, 2.96117], [1.07700, 1.27976, 2.45633], [-1.20291, -1.21037, -0.96097], [-1.14639, -1.83403, -2.20303], [-1.63637, -2.00394, 0.14458], [-2.53690, -3.00749, 0.08146], [-2.64410, -3.56716, 1.33002], [-1.76927, -2.83173, 2.13422], [-1.16738, -1.89701, 1.40905], [-1.40295, -1.18040, -5.46645], [-1.42514, -2.75662, -4.67633], [0.10969, -1.98105, -5.05395], [-0.55475, 0.85398, -4.12901], [-0.52254, 1.93692, -1.94352], [-2.93919, 2.01988, -0.63673], [-3.62315, 4.33211, -0.20094], [-2.92069, 6.63066, 0.63313], [-1.65356, 6.75801, 1.85378], [-3.23537, 6.11564, 2.28614], [-0.30541, 4.80016, 2.43731], [1.85033, 4.33979, 1.83292], [3.81776, 2.93722, 3.11837], [2.71355, 0.41612, 3.38192], [-1.29056, -2.90712, -2.25437], [-3.04456, -3.22607, -0.84077], [-3.27921, -4.38130, 1.62847], [-1.54145, -2.92021, 3.18810], [-0.09914, -3.08613, 4.88563], [0.96391, -2.76813, 3.90022], [0.85573, -1.38970, 3.39254], [2.11323, -3.54830, 0.33105], [2.43331, 0.75394, -0.21778], [-0.16123, -2.32387, 5.55115], [0.14277, -3.92209, 5.40690], [0.87543, -3.47920, 3.06456], [1.96783, -2.92498, 4.32390], [2.26945, -2.02486, 0.12707], [2.42740, -1.79144, -1.61184], [2.45467, -2.92705, -2.38610], [2.58752, -2.80226, -3.76251], [2.68129, -1.54662, -4.34954], [2.64126, -0.41403, -3.56335], [2.74814, 1.15021, -4.28291], [2.52095, -0.50666, -2.16717], [2.50980, 0.64590, -1.42590], [2.37486, -3.88409, -1.88632], [2.61808, -3.68833, -4.38144], [2.78544, -1.43759, -5.42003]],
  "forces_ev_per_angstrom": [[0.0, 0.0, 0.0], [0.0, 0.0, 0.0], [0.0, 0.0, 0.0], [0.0, 0.0, 0.0], [0.0, 0.0, 0.0], [0.0, 0.0, 0.0], [0.0, 0.1, 0.1], [0.0, 0.0, 0.0], [0.0, 0.0, 0.0], [0.0, 0.0, 0.0], [0.0, 0.0, 0.0], [0.0, 0.0, 0.0], [0.0, 0.0, 0.0], [0.0, 0.0, 0.0], [0.0, 0.0, 0.0], [0.0, 0.0, 0.0], [0.0, 0.0, 0.0], [0.0, 0.0, 0.0], [0.0, 0.0, 0.0], [0.0, 0.0, 0.0], [0.0, 0.0, 0.0], [0.0, 0.0, 0.0], [0.0, 0.0, 0.0], [0.0, 0.0, 0.0], [0.0, 0.0, 0.0], [0.0, 0.0, 0.0], [0.0, 0.0, 0.0], [0.0, 0.0, 0.0], [0.0, 0.0, 0.0], [0.0, 0.0, 0.0], [0.0, 0.0, 0.0], [0.0, 0.0, 0.0], [0.0, 0.0, 0.0], [0.0, 0.0, 0.0], [0.0, 0.0, 0.0], [0.0, 0.0, 0.0], [0.0, 0.0, 0.0], [0.0, 0.0, 0.0], [0.0, 0.0, 0.0], [0.0, 0.0, 0.0], [0.0, 0.0, 0.0], [0.0, 0.0, 0.0], [0.0, 0.0, 0.0], [0.0, 0.0, 0.0], [0.0, 0.0, 0.0], [0.0, 0.0, 0.0], [0.0, 0.0, 0.0], [0.0, 0.0, 0.0], [0.0, 0.0, 0.0], [0.0, 0.0, 0.0], [0.0, 0.0, 0.0], [0.0, 0.0, 0.0], [0.0, 0.0, 0.0], [-0.1, 0.0, -0.1], [0.1, 0.0, 0.0], [0.0, 0.0, 0.0], [0.0, 0.0, 0.0], [0.0, 0.0, 0.0], [0.0, 0.0, 0.0], [0.0, 0.0, 0.0], [0.0, 0.0, 0.0], [0.0, 0.0, 0.0], [0.0, 0.0, 0.0], [0.0, 0.0, 0.0], [0.0, 0.0, 0.0]]
}

No. 2
{
  "formula": "C5H13N3",
  "method": "ωB97M-V with the def2-TZVPD basis set",
  "gap_ha": 0.3516,
  "total_charge": 0,
  "smiles": "C=NN(CC)CCN",
  "lumo_energy_ev": 1.06,
  "spin_multiplicity": 1,
  "symbols": ["C", "C", "C", "C", "C", "H", "H", "H", "H", "H", "H", "H", "H", "H", "H", "H", "H", "H", "N", "N", "N"],
  "xyz": [[-2.38917, -0.13715, 1.17813], [-1.63142, -0.30328, -0.15741], [0.39709, -0.06480, -1.46726], [1.93160, 0.01705, -1.50449], [0.38765, -0.24707, 1.96382], [-2.42095, -0.96255, 1.90546], [-3.45385, 0.05133, 0.96995], [-1.98346, 0.78336, 1.69163], [-2.14974, 0.28839, -0.86788], [-1.67011, -1.41714, -0.38499], [-0.04223, -0.99151, -1.82866], [-0.01988, 0.71204, -2.05687], [2.26690, -0.97018, -1.01603], [2.33193, 0.08169, -2.60252], [1.99681, 1.25216, 0.09560], [3.22258, 1.35754, -0.78202], [-0.02886, 0.71308, 2.26981], [0.78109, -0.81442, 2.82228], [-0.23203, 0.08127, -0.09535], [2.24758, 1.36817, -0.92916], [0.45847, -0.79797, 0.79596]],
  "forces_ev_per_angstrom": [[-0.2, 1.4, 0.5], [0.0, -2.4, 1.7], [-0.8, -0.7, 0.9], [-0.6, -0.2, -1.2], [1.0, -1.8, 0.3], [0.6, 0.1, -0.5], [0.3, 0.1, -0.1], [-0.7, -0.9, -0.4], [-0.1, 0.4, -1.0], [-0.2, 1.1, -0.4], [0.6, -0.5, -0.6], [-0.4, 0.9, -0.5], [0.3, 1.8, -0.4], [-1.0, -0.6, 1.9], [-0.3, 0.6, -1.4], [1.8, 0.4, -0.4], [0.0, 0.0, -0.8], [0.0, 0.0, -0.5], [1.3, 0.7, -1.4], [-0.8, -2.0, 2.3], [-0.9, 1.8, 2.0]]
}

No. 3
{
  "formula": "C5H12NO",
  "method": "ωB97M-V with the def2-TZVPD basis set",
  "gap_ha": 0.4117,
  "total_charge": 1,
  "smiles": "OC[C@@H]1CCC[NH2+]1",
  "lumo_energy_ev": -3.37,
  "spin_multiplicity": 1,
  "symbols": ["O", "C", "C", "N", "C", "C", "C", "H", "H", "H", "H", "H", "H", "H", "H", "H", "H", "H", "H"],
  "xyz": [[-1.53052, 0.54070, -1.97584], [-1.70705, 0.08280, -0.65481], [-0.35465, 0.33996, 0.01513], [-0.23033, -0.25419, 1.36020], [1.30164, -0.19129, 1.69065], [1.95668, -0.33885, 0.29351], [0.84790, -0.16322, -0.75944], [-2.35835, 0.81564, -2.36673], [-2.03662, -0.96907, -0.58783], [-2.51527, 0.69483, -0.22632], [-0.26894, 1.43055, 0.04860], [-0.44216, -1.25304, 1.36989], [-0.85671, 0.20334, 2.01928], [1.36697, 0.82816, 2.06285], [1.46666, -0.92949, 2.46570], [2.73889, 0.41329, 0.25884], [2.42533, -1.31745, 0.20960], [0.53045, -1.03039, -1.34127], [1.11296, 0.62018, -1.46460]],
  "forces_ev_per_angstrom": [[0.6, -0.4, -0.1], [-0.7, 0.4, -0.1], [-0.7, 0.6, -1.1], [0.9, -0.5, 0.3], [-1.8, 0.9, -0.6], [0.0, -0.8, 0.8], [-0.2, 0.5, -0.1], [-0.3, 0.0, 0.0], [0.3, 0.1, -0.2], [0.3, -0.3, 0.5], [0.0, -0.1, 0.8], [-0.5, 0.1, -0.3], [0.2, 0.0, 0.3], [0.6, -0.1, 0.3], [0.4, 0.0, 0.0], [0.0, 0.0, -0.4], [0.1, 0.0, 0.0], [0.6, -0.3, 0.2], [0.0, -0.2, -0.2]]
}

No. 4
{
  "formula": "C6H16N2",
  "method": "ωB97M-V with the def2-TZVPD basis set",
  "gap_ha": 0.3503,
  "total_charge": 0,
  "smiles": "CNC(C)(C)N.C=C",
  "lumo_energy_ev": 1.07,
  "spin_multiplicity": 1,
  "symbols": ["C", "C", "C", "N", "C", "N", "H", "H", "H", "H", "H", "H", "H", "H", "H", "H", "C", "C", "H", "H", "H", "H", "H", "H"],
  "xyz": [[0.43055, -1.20034, -0.00714], [-0.67497, -1.19340, 1.05884], [-0.09885, -1.82326, -1.30258], [1.51369, -2.04099, 0.47324], [1.31943, 0.99892, 0.69830], [0.92360, 0.15106, -0.36646], [1.87913, -1.68943, 1.35100], [2.27113, -2.03826, -0.20138], [-0.29580, -0.84525, 2.01855], [-1.05409, -2.20350, 1.19121], [-1.49566, -0.54786, 0.75254], [-0.99398, -1.30518, -1.64131], [0.65911, -1.74909, -2.08060], [-0.32977, -2.87207, -1.13360], [1.95797, 1.79910, 0.32563], [1.84861, 0.48940, 1.50237], [-1.37062, 1.91881, -1.03489], [-1.21992, 2.52289, 0.16668], [-0.71722, 3.47857, 0.23560], [0.34782, 1.60839, 1.02964], [-1.92161, 2.33505, 0.96846], [-0.93202, 2.34003, -1.92960], [-2.16300, 1.20075, -1.20050], [0.11647, 0.66568, -0.87399]],
  "forces_ev_per_angstrom": [[-0.1, 0.1, -0.2], [0.3, 0.0, -0.2], [0.1, 0.1, 0.3], [0.0, -0.1, 0.1], [-1.8, 1.8, 0.4], [-1.3, 0.0, -1.6], [0.0, 0.0, 0.0], [0.0, 0.1, 0.0], [0.0, 0.1, 0.1], [0.0, -0.1, 0.0], [-0.1, 0.1, 0.0], [-0.1, 0.0, -0.1], [0.0, 0.0, 0.0], [-0.1, 0.0, 0.0], [0.3, -0.1, -0.1], [-0.3, 0.0, 0.1], [-0.7, 1.2, 1.0], [-1.4, 0.5, -1.6], [0.5, -0.2, 0.1], [1.9, -1.2, 0.4], [0.3, -0.5, 0.2], [0.4, -0.2, 0.0], [0.2, -0.4, 0.1], [1.7, -1.2, 0.8]]
}

No. 5
{
  "formula": "C4H12",
  "method": "ωB97M-V with the def2-TZVPD basis set",
  "gap_ha": [0.4428, 0.1063],
  "total_charge": 1,
  "lumo_energy_ev": [-3.21, -11.47],
  "s_squared": 0.75,
  "spin_multiplicity": 2,
  "symbols": ["C", "C", "H", "H", "H", "H", "H", "H", "C", "C", "H", "H", "H", "H", "H", "H"],
  "xyz": [[-1.64237, -1.16669, 2.06403], [-2.25429, -0.88237, 0.67750], [-2.47676, -1.33824, 2.75251], [-1.04572, -2.07664, 2.03180], [-1.07117, -0.33292, 2.46317], [-3.19891, -0.37073, 0.93181], [-1.79354, -0.06197, 0.09320], [-2.32522, -1.79229, 0.09804], [1.89030, 0.94479, -2.08798], [2.00846, 1.13032, -0.64683], [1.75073, -0.09129, -2.41506], [1.28530, 1.67637, -2.64622], [2.86988, 1.17624, -2.60668], [1.94499, 2.13859, -0.26849], [2.87274, 0.58773, -0.21630], [1.18559, 0.45909, -0.22450]],
  "forces_ev_per_angstrom": [[-0.3, -0.2, -0.9], [0.3, 0.8, 1.3], [0.2, -0.1, 0.2], [0.1, 0.0, 0.2], [0.0, 0.1, 0.1], [-0.3, -0.4, -0.6], [0.4, -0.3, -0.1], [-0.4, 0.1, -0.3], [-0.7, -0.1, 0.1], [0.1, 0.1, -0.8], [0.1, 0.0, 0.0], [0.0, 0.0, 0.1], [0.5, 0.2, -0.1], [-0.1, 0.2, 0.0], [-0.1, -0.3, 0.3], [0.1, -0.1, 0.3]]
}

No. 6
{
  "formula": "C22H23N3O5S",
  "method": "ωB97M-V with the def2-TZVPD basis set",
  "gap_ha": 0.2948,
  "total_charge": 0,
  "smiles": "COc1ccc(OC)c(CCNC(=O)c2nn(C)c3c2CS(=O)(=O)c2ccccc2-3)c1",
  "lumo_energy_ev": 0.18,
  "spin_multiplicity": 1,
  "symbols": ["C", "H", "H", "H", "O", "C", "C", "C", "C", "C", "C", "H", "H", "O", "C", "H", "H", "H", "C", "H", "H", "C", "N", "C", "O", "C", "N", "N", "C", "C", "C", "H", "H", "S", "O", "O", "C", "C", "C", "C", "C", "C", "H", "H", "H", "H", "C", "H", "H", "H", "H", "H", "H", "H"],
  "xyz": [[-1.63553, -1.50978, -1.94190], [-2.10676, -0.76788, -1.28920], [-1.99266, -2.50414, -1.67615], [-1.90516, -1.29389, -2.98145], [-0.24302, -1.54789, -1.76831], [0.47502, -0.41042, -2.04323], [-0.08026, 0.82181, -2.36386], [0.72079, 1.93369, -2.57212], [2.11192, 1.81499, -2.47676], [2.66647, 0.57670, -2.17838], [1.85684, -0.51996, -1.95587], [2.28748, -1.47709, -1.70738], [3.73383, 0.45596, -2.09228], [2.82980, 2.95628, -2.68486], [4.20578, 2.93623, -2.39328], [4.54936, 3.96116, -2.52727], [4.38499, 2.62406, -1.36038], [4.75602, 2.28123, -3.07725], [0.09986, 3.29274, -2.72912], [-0.92156, 3.20123, -3.10388], [0.68307, 3.90059, -3.41937], [0.08751, 3.98205, -1.34819], [-0.52582, 3.12875, -0.36019], [0.20638, 2.20666, 0.31112], [1.41334, 2.26952, 0.45851], [-0.59884, 1.09492, 0.85578], [-1.93031, 1.07555, 0.83337], [-2.30958, -0.09825, 1.31827], [-1.24354, -0.87183, 1.65460], [-0.10778, -0.11727, 1.37125], [1.28016, -0.54425, 1.62068], [1.64068, -1.26567, 0.88942], [1.95217, 0.30843, 1.67614], [1.19855, -1.42727, 3.20776], [0.71262, -0.54177, 4.23095], [2.42065, -2.13907, 3.46449], [-0.10553, -2.62822, 2.87997], [0.01713, -3.90273, 3.38699], [-1.00094, -4.82225, 3.18612], [-2.12871, -4.44492, 2.47524], [-2.25267, -3.16225, 1.96967], [-1.24118, -2.22335, 2.17615], [-3.12831, -2.90518, 1.39585], [-2.92138, -5.15884, 2.30643], [-0.91220, -5.82514, 3.57388], [0.91822, -4.15487, 3.92355], [-3.71006, -0.34336, 1.51345], [-4.12588, -0.94254, 0.69930], [-3.87388, -0.85198, 2.46267], [-4.21179, 0.62319, 1.52494], [-1.50937, 2.92396, -0.45972], [-0.45012, 4.93159, -1.39568], [1.11480, 4.15706, -1.02515], [-1.15063, 0.94367, -2.43531]],
  "forces_ev_per_angstrom": [[-0.2, 0.0, 0.0], [0.0, 0.0, 0.0], [0.0, 0.1, 0.0], [0.0, 0.0, 0.0], [0.4, 0.1, 0.0], [0.1, -0.1, 0.0], [0.0, -0.2, -0.1], [0.3, 0.1, -0.2], [-0.3, -0.2, -0.1], [0.1, 0.3, 0.0], [-0.3, -0.1, 0.0], [0.1, -0.1, 0.0], [0.1, 0.0, 0.0], [-0.3, 0.0, 0.0], [0.2, 0.0, 0.0], [0.0, -0.1, 0.0], [0.0, 0.0, 0.0], [0.0, 0.0, 0.0], [0.2, 0.0, 0.2], [0.0, 0.0, 0.0], [-0.1, 0.1, -0.1], [0.2, 0.1, -0.2], [-0.3, 0.1, 0.1], [-0.3, 0.5, 0.0], [0.1, -0.2, 0.1], [-0.3, -1.0, 0.4], [0.1, 0.7, -0.3], [0.6, -0.1, 0.1], [0.4, 0.7, -0.4], [-0.9, 0.2, -0.2], [-0.1, -0.6, 0.7], [0.1, -0.1, -0.1], [0.1, -0.1, 0.2], [0.3, 0.1, 0.1], [-0.2, 0.2, -0.2], [0.0, -0.2, -0.3], [0.2, 0.5, -0.1], [0.2, -0.1, 0.0], [0.0, 0.1, 0.0], [0.0, -0.1, 0.0], [0.1, 0.1, 0.0], [-0.2, -0.4, 0.1], [-0.1, 0.0, -0.1], [-0.1, -0.1, 0.0], [0.0, -0.1, 0.0], [0.1, -0.1, 0.1], [-0.5, -0.1, 0.0], [0.0, 0.0, 0.1], [0.0, 0.0, 0.0], [0.1, -0.1, 0.0], [0.0, -0.1, 0.0], [0.1, 0.0, 0.0], [-0.1, 0.1, 0.0], [-0.1, 0.0, 0.0]]
}

Result set for calculated total energy: -2655.1238; -362.4734; -327.4494; -347.6520; -159.1464; -1790.7931 a.u., one per record in the order listed.
Result set for energy above the lowest of the compared OMol25 structures with the same formula, charge and spin: 141.84; 68.30; 6.42; 45.71; 14.74; 54.53 kcal/mol, one per record in the order listed.
Result set for maximum force: 0.1; 3.1; 2.0; 2.6; 1.5; 1.1 eV/A, one per record in the order listed.